ORCA calculation (ωB97M-V/def2-TZVPD) on a cluster of 8 separate species, C11H22Cl14O in total.

Values from the calculation:
Frontier orbital gap (eV): 10.4
Charge: 0
Highest occupied orbital energy (eV): -10.01

CARTESIAN COORDINATES (ANGSTROEM)
1 C -1.5730 -1.0173 -4.0295
2 C -1.2621 0.4262 -4.4353
3 C -0.8619 1.0961 -3.0974
4 O -1.0800 0.1408 -2.0693
5 C -0.9938 -1.1543 -2.6321
6 H -1.1281 -1.7305 -4.7295
7 H -2.6413 -1.2273 -4.1024
8 H -2.1310 0.8991 -4.8868
9 H -0.4122 0.5004 -5.1113
10 H -1.4045 2.0085 -2.8490
11 H 0.1849 1.4226 -3.1312
12 H -1.5687 -1.8291 -1.9966
13 H 0.0302 -1.5446 -2.6906
14 C 2.3983 -3.7619 2.4145
15 Cl 1.7314 -5.3973 2.6206
16 Cl 2.0885 -2.7406 3.8104
17 H 3.4623 -3.8485 2.2121
18 H 1.9838 -3.2787 1.5334
19 C -2.5026 -3.5427 0.8048
20 Cl -1.2738 -4.4798 -0.0754
21 Cl -2.4411 -3.8594 2.5236
22 H -2.3322 -2.4847 0.6415
23 H -3.4582 -3.8436 0.3903
24 C 0.3245 4.2822 -0.6536
25 Cl -1.1491 5.0479 -0.0268
26 Cl 0.3881 4.2635 -2.4222
27 H 1.1863 4.8274 -0.2927
28 H 0.3316 3.2475 -0.3389
29 C 4.3864 1.9817 -0.4542
30 Cl 5.5021 1.8060 -1.8183
31 Cl 2.7200 1.6621 -0.9193
32 H 4.7122 1.3104 0.3339
33 H 4.4613 2.9788 -0.0293
34 C -4.2484 0.5673 2.3614
35 Cl -2.7731 -0.1937 3.0398
36 Cl -3.9560 1.3881 0.8508
37 H -4.9690 -0.2226 2.1948
38 H -4.5790 1.3052 3.0809
39 C 2.6788 0.4819 4.1877
40 Cl 3.0136 2.0674 4.9331
41 Cl 3.6964 0.2519 2.7621
42 H 2.9157 -0.2750 4.9228
43 H 1.6338 0.4702 3.9075
44 C -0.2821 0.4297 0.5432
45 Cl 0.2029 1.5369 1.8544
46 Cl 0.1425 -1.2662 0.8470
47 H -1.3496 0.5542 0.3989
48 H 0.1950 0.7438 -0.3778

Here is what natural (NBO) gives for the atomic charges, in e: -0.433 -0.436 -0.075 -0.553 -0.070 0.214 0.208 0.216 0.211 0.194 0.167 0.193 0.168 -0.397 -0.022 -0.025 0.222 0.225 -0.402 -0.039 -0.005 0.227 0.219 -0.387 -0.027 -0.035 0.224 0.223 -0.396 -0.021 -0.030 0.226 0.223 -0.393 -0.037 -0.010 0.222 0.226 -0.383 -0.042 -0.040 0.225 0.236 -0.384 -0.055 -0.042 0.238 0.234

ORCA calculation (ωB97M-V/def2-TZVPD) on the molecule C5H6N4O.

Values from the calculation:
Frontier orbital gap (eV): 9.3
Charge: 0
Highest occupied orbital energy (eV): -9.29

CARTESIAN COORDINATES (ANGSTROEM)
1 C -1.3773 0.9847 -0.0276
2 C 0.0861 0.4422 0.0430
3 C 1.0736 1.4258 0.0479
4 C 2.6608 -0.0318 -0.0180
5 C 1.8126 -1.1543 -0.0829
6 H -1.6254 -1.8417 0.1603
7 H -2.6650 -1.4501 1.1805
8 H -2.9728 0.1809 -1.0443
9 H 0.7826 2.4933 0.2201
10 H 3.8872 -0.4317 0.0191
11 H 1.8235 -2.0676 -0.4863
12 N -2.3503 -1.2575 0.1395
13 N -2.3599 0.1144 -0.1397
14 N 2.3250 1.1818 0.0984
15 N 0.4303 -0.7922 -0.0906
16 O -1.5311 2.2038 -0.0193

Here is what natural (NBO) gives for the atomic charges, in e: 0.636 0.037 0.070 0.059 -0.052 0.375 0.334 0.410 0.226 0.175 0.216 -0.659 -0.464 -0.411 -0.386 -0.566

One value per record, in order, for ΔE to the lowest compared entry with this formula, charge and spin: 0.00, 101.57 kcal per mole.